# 1
Entry from the OMol25 dataset: a molecular structure, C6H6N2O2 (wB97M-V/def2-TZVPD).

Last column: Mulliken charge in e.
Element x y z (Å)
1 O -0.74930 3.08951 1.17785  -0.344
2 O 0.04253 -0.40910 2.14180  -0.528
3 N 0.95965 1.58545 0.42821  0.016
4 N 0.07284 1.09392 -1.77669  -0.704
5 C -0.15424 -0.60358 -0.23182  0.552
6 C 0.03944 2.33669 0.79760  0.741
7 C -0.36429 -0.00309 -2.37439  -0.388
8 C -0.51340 -1.08068 -1.48037  -0.849
9 C -0.04206 -1.33554 1.06505  -0.401
10 C 0.20290 0.73965 -0.47394  -0.094
11 H 0.86681 -1.96722 1.04701  0.258
12 H -0.02999 -0.89156 2.96796  0.305
13 H -0.82442 -2.07867 -1.72723  0.448
14 H -0.53911 -0.00530 -3.43439  0.449
15 H -0.90540 -2.00316 1.19036  0.299
16 H 1.93805 1.53269 0.68299  0.240

Summary:
**ΔE to the lowest compared entry with this formula, charge and spin**: 73.2 kcal/mol
**E_LUMO**: 0.005 Ha
**HOMO**: -7.9 eV
**Total charge**: 0
**Gap between HOMO and LUMO**: 8.0075 eV
**Energy**: -492.1269 Ha


# 2
Entry from the OMol25 dataset: C6H6N2O3 in the gas phase (wB97M-V/def2-TZVPD).

Last column: Mulliken charge in e.
Element x y z (Å)
1 O -3.85995 0.40603 -0.46812  -0.495
2 O -2.85973 -1.60540 0.48055  -0.464
3 O 0.64075 -1.43645 -0.35838  -0.507
4 N -0.14278 1.96266 0.22030  -0.033
5 N -1.46159 1.58520 0.11873  -0.565
6 C 2.09193 -1.15299 0.03782  -0.301
7 C 2.10539 0.30039 -0.14758  -0.538
8 C -0.10179 -0.32289 -0.30286  0.901
9 C -1.47657 0.27544 -0.09303  -0.029
10 C -2.91029 -0.29547 -0.11130  0.485
11 C 0.71197 0.75281 -0.15233  -0.083
12 H 2.89090 -1.83782 -0.46302  0.276
13 H 2.43333 -1.00258 1.27016  0.207
14 H 2.52089 0.85869 0.85674  0.205
15 H 2.66188 0.87423 -0.93872  0.299
16 H -3.59862 -2.16115 -0.02960  0.381
17 H 0.35427 2.79929 0.08064  0.259

Summary:
**ΔE to the lowest compared entry with this formula, charge and spin**: 92.6 kcal/mol
**E_LUMO**: 0.022 Ha
**HOMO**: -8.5 eV
**Total charge**: 0
**Gap between HOMO and LUMO**: 9.1123 eV
**Energy**: -567.2957 Ha


# 3
Entry from the OMol25 dataset: C6H6N4S in the gas phase (wB97M-V/def2-TZVPD).

Last column: Mulliken charge in e.
Element x y z (Å)
1 S 0.33984 -2.26826 -0.01361  0.064
2 N 2.15272 -0.51316 -0.99596  -0.783
3 N -1.19382 -0.22073 0.94485  -0.548
4 N -1.09225 -1.09506 -0.04141  0.242
5 N 1.50058 -1.02773 0.05630  0.539
6 C 2.18343 0.98438 0.70907  -0.518
7 C 1.58301 -0.15980 1.13486  -0.399
8 C -1.88547 -0.81452 -1.07383  -0.116
9 C -2.07047 0.68829 0.55590  -0.033
10 C -2.56580 0.32926 -0.68531  -0.803
11 C 2.63544 0.63588 -0.61833  -0.098
12 H -2.09715 -1.48783 -1.88617  0.378
13 H 2.48380 1.87994 1.08164  0.454
14 H -3.37044 0.81357 -1.14596  0.402
15 H 0.72005 -0.20591 1.85137  0.432
16 H 3.07525 1.26813 -1.35625  0.421
17 H -2.39872 1.19356 1.48284  0.365

Summary:
**ΔE to the lowest compared entry with this formula, charge and spin**: 93.3 kcal/mol
**E_LUMO**: 0.010 Ha
**HOMO**: -9.4 eV
**Total charge**: 0
**Gap between HOMO and LUMO**: 9.6628 eV
**Energy**: -849.3299 Ha